*w*
{"formula": "C2H10NO2S", "method": "ωB97M-V/def2-TZVPD", "species": ["C", "C", "S", "N", "H", "H", "H", "H", "H", "H", "H", "H", "O", "H", "H", "O"], "positions_angstrom": [[0.2205, 0.4306, 0.7535], [1.4686, -0.4502, 0.4570], [1.6611, -1.0705, -1.2014], [-1.0758, -0.3155, 0.4156], [0.2958, 1.3262, 0.1445], [0.2594, 0.6209, 1.8331], [1.5998, -1.3182, 1.1299], [2.3269, 0.1868, 0.7197], [-0.5231, -1.0271, -0.0913], [-1.5809, 0.2365, -0.2623], [-1.3883, -1.4386, 2.0584], [0.0736, -1.7819, 2.3654], [-0.8210, -2.0846, 2.5181], [-1.0065, 2.8867, -3.9914], [-0.3353, 1.7747, -3.2214], [-1.1747, 2.0244, -3.6274]], "homo_lumo_gap_ev": 6.2, "charge": -1, "lumo_energy_ev": 3.35}

=====

*x*
{"formula": "C2H10NO2S", "method": "ωB97M-V/def2-TZVPD", "species": ["C", "C", "S", "N", "H", "H", "H", "H", "H", "H", "H", "H", "O", "H", "H", "O"], "positions_angstrom": [[0.1361, -0.1259, -0.0443], [0.3220, -0.6311, 1.3749], [1.0951, -2.2797, 1.4381], [-0.7246, -1.0565, -0.8538], [1.0866, -0.1194, -0.5871], [-0.2833, 0.8715, -0.1527], [-0.6413, -0.6555, 1.8937], [0.9525, 0.0926, 1.9129], [-1.6976, -0.7779, -0.7723], [-0.6337, -1.9464, -0.3405], [-0.2757, -0.6018, -2.5708], [0.7162, 0.1061, -3.5277], [-0.2221, -0.0351, -3.3847], [-0.5393, 2.4121, 2.3791], [0.6771, 2.0174, 1.5597], [0.0320, 2.7296, 1.6756]], "homo_lumo_gap_ev": 6.5, "charge": -1, "lumo_energy_ev": 3.61}

=====

*y*
{"formula": "C2H10NO2S", "method": "ωB97M-V/def2-TZVPD", "species": ["C", "C", "S", "N", "H", "H", "H", "H", "H", "H", "H", "H", "O", "H", "H", "O"], "positions_angstrom": [[-1.3592, 0.1572, -0.4219], [-0.8350, 1.4609, -1.0310], [0.3301, 1.0828, -2.3769], [-0.4120, -0.4734, 0.4884], [-1.6962, -0.5832, -1.1484], [-2.1935, 0.3579, 0.2272], [-0.2282, 2.0531, -0.2354], [-1.7383, 2.0599, -1.2939], [0.4643, 0.0203, 0.5669], [-0.2849, -1.2105, -0.1292], [-0.6905, -2.3496, 1.0477], [-0.8149, -2.6404, 2.4940], [-0.5816, -3.0882, 1.7163], [3.3406, 0.2995, -0.0128], [3.3877, 1.7219, -0.3384], [3.3115, 1.1318, 0.4473]], "homo_lumo_gap_ev": 6.6, "charge": -1, "lumo_energy_ev": 3.86}

=====

*z*
{"formula": "C2H10NO2S", "method": "ωB97M-V/def2-TZVPD", "species": ["C", "C", "S", "N", "H", "H", "H", "H", "H", "H", "H", "H", "O", "H", "H", "O"], "positions_angstrom": [[0.2028, 0.0567, 0.0082], [-0.6409, 0.9443, 0.9243], [-2.1274, 1.5561, 0.0289], [-0.2409, -1.3560, -0.0140], [0.2324, 0.4043, -1.0240], [1.2681, 0.0918, 0.2992], [-0.9628, 0.3486, 1.7745], [-0.1077, 1.8399, 1.1998], [-0.2128, -1.6613, 0.9545], [-1.2393, -1.2584, -0.1959], [0.1052, -2.5937, -1.6263], [1.0347, -3.6768, -2.2073], [0.1074, -3.4084, -2.1666], [4.2237, 1.6281, 0.7633], [2.8413, 1.4038, 1.3299], [3.7756, 1.2650, 1.5378]], "homo_lumo_gap_ev": 5.9, "charge": -1, "lumo_energy_ev": 3.26}

=====

Preferred: *x*; penalty for the next structure: 0.0089 hartree.